1.
A 11-piece molecular cluster, C32H76Cl8N4O13 overall. Source: the OMol25 dataset; level of theory: ωB97M-V with the def2-TZVPD basis set.

SMILES string	COC[C@H](C)N.COC[C@H](C)N.COC[C@H](C)N.COC[C@H](C)N.CCOC(=O)OC.CCOC(=O)OC.CCOC(=O)OC.ClCCl.ClCCl.ClCCl.ClCCl
LUMO energy	0.46	eV

The geometry in ORCA input format:
```
! RIJCOSX wB97M-V def2-TZVPD def2/J DEFGRID3
* xyz 0 1
C -3.223 2.483 0.330
O -2.669 1.203 0.150
C -2.314 0.597 1.391
C -0.816 0.616 1.593
C -0.334 -0.497 2.526
N -0.314 1.863 2.198
H -3.329 3.051 -0.598
H -2.502 3.087 0.896
H -4.208 2.499 0.802
H -2.892 1.004 2.224
H -2.631 -0.446 1.316
H -0.377 0.461 0.595
H -0.890 -0.431 3.459
H 0.744 -0.539 2.689
H -0.542 -1.494 2.119
H 0.687 1.760 2.320
H -0.400 2.606 1.502
C 7.487 -1.472 2.340
O 6.220 -2.101 2.324
C 5.354 -1.560 3.287
C 4.075 -2.392 3.389
C 3.147 -1.803 4.435
N 4.349 -3.784 3.752
H 7.762 -1.273 3.385
H 7.461 -0.499 1.844
H 8.280 -2.123 1.981
H 5.797 -1.546 4.292
H 5.088 -0.525 3.031
H 3.604 -2.410 2.401
H 3.586 -1.754 5.436
H 2.336 -2.515 4.608
H 2.764 -0.829 4.137
H 5.070 -4.172 3.146
H 4.826 -3.797 4.654
C -0.624 2.383 -3.676
O 0.142 3.457 -3.152
C -0.070 3.472 -1.754
C 0.772 4.514 -1.013
C 2.240 4.213 -1.299
N 0.586 4.292 0.427
H -1.583 2.340 -3.158
H -0.146 1.403 -3.560
H -0.655 2.572 -4.745
H -1.154 3.582 -1.619
H 0.297 2.518 -1.351
H 0.526 5.543 -1.283
H 2.634 3.306 -0.838
H 2.864 5.005 -0.861
H 2.578 4.224 -2.336
H 1.220 4.900 0.943
H -0.314 4.703 0.687
C -1.238 -4.921 -2.473
O -0.613 -3.655 -2.315
C -1.432 -2.545 -2.594
C -0.934 -1.308 -1.892
C -0.899 -1.518 -0.378
N -1.787 -0.181 -2.183
H -1.050 -5.492 -1.562
H -0.640 -5.432 -3.243
H -2.258 -4.909 -2.854
H -1.518 -2.389 -3.679
H -2.465 -2.687 -2.242
H 0.113 -1.067 -2.137
H -0.316 -0.811 0.215
H -0.456 -2.471 -0.080
H -1.954 -1.550 -0.082
H -1.580 0.613 -1.585
H -1.764 0.175 -3.132
C 1.002 -5.617 2.940
C 1.328 -4.768 1.719
O 0.883 -5.425 0.532
C 1.378 -6.538 0.058
O 2.138 -7.266 0.642
O 0.976 -6.649 -1.214
C 1.250 -7.875 -1.849
H 1.341 -6.646 2.835
H -0.060 -5.585 3.179
H 1.576 -5.327 3.825
H 2.409 -4.616 1.674
H 0.895 -3.772 1.737
H 2.303 -8.070 -2.078
H 0.781 -7.913 -2.829
H 0.928 -8.704 -1.217
C -4.618 3.425 -4.142
C -4.394 2.033 -3.572
O -3.605 1.320 -4.528
C -4.007 0.125 -4.947
O -5.092 -0.378 -4.827
O -2.985 -0.446 -5.574
C -3.265 -1.720 -6.180
H -5.065 4.025 -3.345
H -5.206 3.445 -5.057
H -3.660 3.909 -4.344
H -5.328 1.565 -3.271
H -3.894 2.206 -2.614
H -3.553 -2.396 -5.377
H -2.355 -2.095 -6.637
H -4.050 -1.573 -6.916
C 3.014 0.266 1.314
C 4.378 0.668 0.787
O 4.546 2.082 0.903
C 5.286 2.744 0.062
O 5.630 2.410 -1.045
O 5.646 3.904 0.656
C 6.502 4.739 -0.108
H 2.187 0.639 0.710
H 2.945 0.710 2.312
H 2.927 -0.811 1.452
H 4.597 0.267 -0.200
H 5.108 0.220 1.467
H 6.065 4.864 -1.103
H 7.495 4.310 -0.231
H 6.517 5.733 0.330
Cl -2.280 -2.819 3.772
C -3.315 -2.843 5.209
Cl -3.139 -1.396 6.229
H -4.319 -2.938 4.805
H -3.190 -3.744 5.803
Cl -6.406 0.084 -1.467
C -4.857 -0.702 -1.083
Cl -4.916 -1.702 0.380
H -4.452 -1.247 -1.927
H -4.156 0.105 -0.890
Cl -4.232 7.137 -3.266
C -4.650 6.677 -1.607
Cl -3.331 5.821 -0.818
H -4.889 7.588 -1.070
H -5.533 6.053 -1.703
Cl -2.862 6.846 3.066
C -3.330 5.344 3.879
Cl -4.456 4.498 2.817
H -2.473 4.687 3.981
H -3.821 5.584 4.813
*
```

Löwdin population analysis, charges in e, atoms 1 to 4: atom 1 (C): -0.153, atom 2 (O): -0.236, atom 3 (C): -0.188, atom 4 (C): -0.437

***

2.
A 3-piece molecular cluster, C32H76FN3O13P3S2 overall. Source: the OMol25 dataset; level of theory: ωB97M-V with the def2-TZVPD basis set.

LUMO energy	2.15	eV

The geometry in ORCA input format:
```
! RIJCOSX wB97M-V def2-TZVPD def2/J DEFGRID3
* xyz -1 1
C -3.557 -5.059 -3.398
C -3.384 -3.702 -4.042
O -2.400 -3.801 -5.057
C -1.823 -2.549 -5.429
C -0.335 -2.752 -5.684
C 0.574 -1.571 -5.330
C 0.336 -0.883 -3.963
C 1.593 -0.774 -3.048
C 1.285 -1.002 -1.572
C 0.284 0.079 -1.116
C 0.796 1.513 -1.295
C -0.058 2.525 -0.497
C 0.792 3.548 0.254
C 0.144 4.162 1.502
C -0.580 3.174 2.405
C -0.720 3.669 3.827
O 0.527 3.608 4.505
C 0.675 2.407 5.237
O 2.448 -0.800 -0.773
P 2.448 -1.720 0.689
F 2.395 -2.743 2.035
C 4.179 -2.363 0.381
C 5.032 -2.597 1.645
C 6.532 -2.242 1.497
S 7.113 -0.777 2.347
O 6.917 0.356 1.508
O 8.452 -0.979 2.803
O 6.181 -0.576 3.629
P 2.981 0.120 1.866
N 2.297 0.081 3.317
O 1.667 -3.005 -0.186
C 0.897 -2.489 -1.254
S 1.271 -3.656 -2.635
P -0.891 -2.897 -0.859
O -1.378 -1.910 0.359
O -0.662 -4.353 -0.154
H -2.595 -5.537 -3.233
H -4.171 -5.720 -4.008
H -4.047 -4.965 -2.431
H -3.115 -2.982 -3.274
H -4.337 -3.445 -4.519
H -2.326 -2.240 -6.351
H -2.034 -1.784 -4.684
H -0.005 -3.669 -5.222
H -0.225 -2.914 -6.759
H 1.592 -1.954 -5.307
H 0.554 -0.819 -6.116
H 0.008 0.133 -4.170
H -0.462 -1.354 -3.394
H 1.951 0.244 -3.154
H 2.401 -1.415 -3.386
H -0.662 0.037 -1.659
H 0.013 -0.051 -0.077
H 1.852 1.620 -1.069
H 0.685 1.749 -2.355
H -0.685 1.934 0.167
H -0.730 3.039 -1.181
H 1.777 3.169 0.506
H 0.977 4.376 -0.431
H 0.949 4.607 2.089
H -0.486 4.999 1.202
H -1.547 2.931 1.965
H -0.019 2.237 2.412
H -1.089 4.693 3.869
H -1.445 3.036 4.343
H 0.124 2.441 6.181
H 1.728 2.269 5.457
H 0.387 1.543 4.641
H 1.119 -1.323 1.098
H 4.050 -3.334 -0.087
H 4.733 -1.756 -0.331
H 4.623 -2.114 2.527
H 5.012 -3.661 1.858
H 7.120 -3.042 1.935
H 6.835 -2.080 0.470
H 5.933 -1.438 4.007
H 4.372 0.320 1.955
H 2.433 1.186 1.123
H 3.009 0.176 4.034
H 1.267 -4.794 -1.931
H -0.763 -1.893 1.117
H -0.007 -4.299 0.567
C -5.457 -6.501 2.171
O -4.114 -6.453 1.742
C -3.471 -5.199 1.971
C -2.406 -5.321 3.038
N -2.990 -5.543 4.357
C -2.027 -5.911 5.390
C -1.248 -7.212 5.222
O -2.036 -8.385 5.324
C -2.687 -8.783 4.132
H -5.885 -7.433 1.803
H -5.541 -6.491 3.264
H -6.035 -5.666 1.761
H -4.195 -4.420 2.226
H -2.981 -4.912 1.038
H -1.819 -4.398 3.058
H -1.740 -6.141 2.738
H -3.682 -6.278 4.287
H -2.580 -5.979 6.331
H -1.312 -5.090 5.502
H -0.533 -7.267 6.047
H -0.656 -7.228 4.300
H -2.105 -8.527 3.244
H -3.685 -8.344 4.051
H -2.807 -9.867 4.168
C -2.798 8.626 -4.309
O -1.405 8.742 -4.518
C -0.868 10.022 -4.212
C 0.016 9.969 -2.984
N -0.766 9.739 -1.777
C 0.027 9.435 -0.587
C 0.878 8.169 -0.589
O 0.134 6.967 -0.585
C -0.298 6.512 -1.854
H -3.111 7.670 -4.725
H -3.055 8.639 -3.244
H -3.343 9.425 -4.820
H -1.662 10.766 -4.090
H -0.255 10.324 -5.066
H 0.546 10.921 -2.888
H 0.762 9.181 -3.154
H -1.403 8.970 -1.940
H -0.672 9.358 0.249
H 0.676 10.291 -0.380
H 1.445 8.164 0.345
H 1.618 8.159 -1.398
H 0.409 6.775 -2.644
H -1.290 6.901 -2.103
H -0.378 5.426 -1.805
*
```

Löwdin population analysis, charges in e, atoms 1 to 4: atom 1 (C): -0.080, atom 2 (C): -0.295, atom 3 (O): -0.159, atom 4 (C): -0.215

***

3.
A 3-piece molecular cluster, C32H77B2N5O13P3S overall. Source: the OMol25 dataset; level of theory: ωB97M-V with the def2-TZVPD basis set.

LUMO energy	-3.51	eV

The geometry in ORCA input format:
```
! RIJCOSX wB97M-V def2-TZVPD def2/J DEFGRID3
* xyz 1 1
C -2.014 4.724 4.699
C -1.282 3.638 3.981
C -0.300 3.816 2.687
C -0.773 2.843 1.407
O -0.808 3.768 0.213
C -2.406 2.516 1.434
C -3.009 1.361 2.321
C -2.118 0.118 2.844
C -2.784 -0.332 4.314
C -2.500 -1.901 4.694
O -3.078 -2.828 3.664
C -2.028 -3.812 3.243
C -1.809 -4.956 4.416
N 0.112 1.733 1.085
B -0.165 0.915 -0.132
O 0.276 1.491 -1.455
C -0.925 -0.538 -0.261
C -2.530 -0.418 -0.588
C 1.360 1.451 1.793
O 1.252 -0.036 2.039
S 2.866 1.389 0.603
C 1.692 2.300 3.200
N 1.066 1.475 4.273
C 1.032 1.930 5.682
C 1.298 0.606 6.678
C 0.175 -0.572 6.503
P 3.558 2.140 3.712
N 4.634 2.976 2.913
N 1.217 3.714 2.974
N 1.719 4.240 1.757
B 1.736 4.782 3.929
O 1.134 5.099 5.278
C 3.086 5.736 3.734
C 3.902 5.921 5.179
H -2.504 4.531 5.762
H -2.039 5.784 4.153
H -1.472 2.531 4.380
H -0.575 4.921 2.319
H 0.083 3.850 -0.211
H -2.771 2.346 0.307
H -2.913 3.556 1.732
H -3.509 1.847 3.293
H -3.942 0.883 1.744
H -2.158 -0.866 2.203
H -1.052 0.502 3.103
H -2.535 0.440 5.159
H -3.961 -0.245 4.134
H -3.110 -2.132 5.683
H -1.371 -2.197 4.780
H -2.408 -4.374 2.262
H -1.022 -3.277 2.918
H -2.427 -4.613 5.366
H -2.290 -5.982 4.073
H -0.689 -5.118 4.722
H -0.499 2.081 -1.759
H -0.672 -1.252 0.658
H -0.437 -1.083 -1.204
H -2.753 -1.183 -1.477
H -3.237 -0.645 0.318
H -2.719 0.657 -1.071
H 2.161 -0.293 2.372
H 3.621 0.231 0.840
H 1.715 0.632 4.385
H 1.826 2.704 6.039
H -0.017 2.345 6.073
H 2.358 0.128 6.429
H 1.380 0.972 7.807
H 0.423 -1.266 5.594
H -0.886 -0.083 6.483
H 0.213 -1.227 7.499
H 3.866 0.714 3.540
H 3.769 2.435 5.136
H 5.269 2.273 2.433
H 2.704 4.036 1.597
H 1.426 5.218 1.604
H 0.619 5.972 5.185
H 2.659 6.825 3.495
H 3.774 5.453 2.846
H 4.009 4.916 5.771
H 4.934 6.494 5.026
H 3.234 6.670 5.823
O 4.492 1.229 -5.524
P 3.302 1.807 -6.328
O 4.016 3.276 -6.602
C 5.056 3.352 -7.562
C 4.550 3.094 -8.967
O 2.419 2.245 -4.982
C 2.670 1.606 -3.735
C 3.759 2.326 -2.952
O 1.972 2.451 -7.227
C 1.452 1.634 -8.265
C 1.259 0.183 -7.867
H 5.858 2.655 -7.304
H 5.467 4.365 -7.511
H 4.301 2.035 -9.092
H 5.309 3.346 -9.712
H 3.645 3.675 -9.173
H 2.918 0.549 -3.890
H 1.739 1.624 -3.159
H 4.617 2.616 -3.561
H 4.117 1.702 -2.124
H 3.366 3.258 -2.533
H 2.106 1.700 -9.137
H 0.487 2.059 -8.558
H 2.200 -0.280 -7.554
H 0.870 -0.393 -8.713
H 0.559 0.099 -7.031
O -3.500 -4.545 -3.793
P -3.227 -6.056 -3.590
O -2.664 -5.890 -2.041
C -3.600 -5.642 -1.006
C -4.518 -6.825 -0.776
O -1.746 -6.037 -4.359
C -1.447 -5.001 -5.289
C -0.828 -3.795 -4.596
O -2.921 -7.743 -3.363
C -3.970 -8.631 -3.718
C -4.619 -8.314 -5.053
H -4.178 -4.740 -1.230
H -3.027 -5.451 -0.093
H -5.225 -6.923 -1.605
H -5.097 -6.702 0.142
H -3.948 -7.759 -0.713
H -2.346 -4.723 -5.854
H -0.736 -5.404 -6.018
H -1.327 -3.521 -3.666
H -0.829 -2.924 -5.261
H 0.210 -4.013 -4.321
H -4.722 -8.636 -2.926
H -3.541 -9.638 -3.757
H -5.051 -7.308 -5.064
H -5.425 -9.025 -5.260
H -3.887 -8.365 -5.863
*
```

Löwdin population analysis, charges in e, atoms 1 to 4: atom 1 (C): 0.032, atom 2 (C): -0.109, atom 3 (C): -0.070, atom 4 (C): -0.296